<w>
Below is C34H46CsO6P2 as an isolated structure, with properties calculated with ωB97M-V/def2-TZVPD.

Gap between HOMO and LUMO (Ha): 0.0998
Total charge: -1
HOMO (eV): -1.13

Last column: Mulliken charge in e.
Cartesian coordinates (Å):
Cs1 0.058 0.462 0.122  1.7239
C1 -0.833 -3.100 1.212  -0.3042
C2 -0.274 -2.479 2.321  -0.3201
C3 1.087 -2.203 2.349  -0.3523
C4 1.887 -2.549 1.267  -0.3321
C5 1.328 -3.166 0.156  -0.3449
C6 -0.033 -3.442 0.129  -0.3123
H1 -1.897 -3.304 1.186  0.3472
H2 -0.899 -2.189 3.156  0.3277
H3 1.517 -1.671 3.187  0.3123
H4 2.939 -2.294 1.275  0.3493
H5 1.950 -3.413 -0.695  0.3389
H6 -0.471 -3.914 -0.742  0.3400
C7 -0.567 5.258 -2.065  -1.2588
C8 -0.889 4.720 -0.685  1.1044
C9 0.233 4.962 0.299  -1.4026
O1 -1.110 3.271 -0.763  -0.0148
P1 -2.344 2.508 -1.350  0.1949
O2 -2.560 1.220 -0.671  -0.9536
C10 -2.065 2.280 -3.133  -0.0817
P2 -0.894 0.917 -3.453  -0.1951
O3 0.226 1.018 -2.521  -0.4311
O4 -0.561 0.991 -5.008  0.0646
C11 0.351 2.032 -5.469  1.2127
C12 -0.262 2.635 -6.715  -1.5784
C13 1.712 1.412 -5.697  -1.4776
O5 -1.674 -0.452 -3.349  -0.3048
C14 -2.480 -1.157 -4.319  0.6378
C15 -1.592 -1.914 -5.291  -1.2607
C16 -3.487 -0.257 -5.016  -1.3726
O6 -3.584 3.513 -1.363  -0.2719
C17 -4.266 3.782 -0.102  0.7603
C18 -4.816 5.189 -0.208  -1.4644
C19 -5.350 2.746 0.117  -1.4303
H7 -0.267 6.303 -1.979  0.4589
H8 -1.425 5.210 -2.741  0.3828
H9 0.285 4.707 -2.472  0.0423
H10 -1.823 5.146 -0.311  -0.0686
H11 1.198 4.742 -0.160  0.0497
H12 0.148 4.316 1.173  0.4530
H13 0.219 6.011 0.603  0.4702
H14 -1.639 3.197 -3.546  0.0803
H15 -3.018 2.097 -3.630  0.5476
H16 0.426 2.791 -4.684  -0.1396
H17 -0.357 1.877 -7.495  0.3016
H18 0.371 3.440 -7.090  0.4424
H19 -1.251 3.043 -6.497  0.3377
H20 1.643 0.624 -6.449  0.3523
H21 2.095 0.997 -4.764  0.3064
H22 2.417 2.172 -6.037  0.4109
H23 -3.024 -1.871 -3.701  0.4581
H24 -1.058 -1.226 -5.944  0.1466
H25 -2.202 -2.581 -5.904  0.4904
H26 -0.867 -2.516 -4.743  0.3155
H27 -2.986 0.496 -5.626  0.1848
H28 -4.138 0.230 -4.289  0.3014
H29 -4.113 -0.864 -5.671  0.5099
H30 -3.521 3.724 0.696  0.3312
H31 -5.504 5.252 -1.053  0.3158
H32 -4.015 5.914 -0.353  0.3304
H33 -5.359 5.448 0.702  0.3792
H34 -6.076 2.795 -0.698  0.2930
H35 -5.868 2.950 1.055  0.4420
H36 -4.918 1.748 0.156  0.2771
C20 1.266 2.197 2.029  -2.4598
C21 2.346 2.614 1.580  1.4459
C22 3.560 3.217 1.095  -0.3523
C23 3.645 3.550 -0.281  0.2457
C24 2.740 2.974 -1.222  -0.6873
C25 2.740 3.290 -2.566  -0.2929
C26 3.623 4.230 -3.096  -0.6362
C27 4.501 4.847 -2.197  -0.6297
C28 4.520 4.528 -0.853  -0.7460
C29 4.589 3.497 2.083  0.2889
C30 4.261 3.501 3.467  -0.6948
C31 5.200 3.733 4.453  -0.4824
C32 6.541 3.960 4.140  -0.4315
C33 6.900 3.918 2.800  -0.6516
C34 5.963 3.691 1.802  -0.1554
H37 2.018 2.258 -0.856  -0.3358
H38 2.026 2.765 -3.195  0.9291
H39 3.627 4.477 -4.152  0.3737
H40 5.182 5.616 -2.549  0.3139
H41 5.182 5.094 -0.214  0.6424
H42 3.230 3.309 3.736  0.3258
H43 4.878 3.736 5.490  0.3387
H44 7.277 4.142 4.914  0.3544
H45 7.940 4.049 2.514  0.3368
H46 6.321 3.611 0.785  0.5077

<x>
Below is C34H46CsO6P2 as an isolated structure, with properties calculated with ωB97M-V/def2-TZVPD.

Gap between HOMO and LUMO (spin up / spin down) (Ha): 0.2044 / 0.1904
Total charge: -1
HOMO (spin up / spin down) (eV): -3.49 / -3.10

Last column: Mulliken charge in e.
Cartesian coordinates (Å):
Cs1 -1.550 0.264 0.012  0.6906
C1 1.678 0.812 1.625  -0.2357
C2 1.901 1.266 0.332  -0.3654
C3 1.256 2.411 -0.124  -0.0328
C4 0.377 3.092 0.709  -0.0112
C5 0.150 2.637 2.003  -0.3540
C6 0.807 1.503 2.462  -0.2936
H1 2.156 -0.097 1.967  0.2371
H2 2.550 0.707 -0.330  0.2886
H3 1.403 2.750 -1.142  0.1646
H4 -0.180 3.940 0.337  0.1539
H5 -0.583 3.141 2.620  0.2997
H6 0.617 1.136 3.464  0.3163
C7 0.240 -2.612 2.906  -0.8660
C8 -1.210 -2.950 3.188  0.6334
C9 -1.657 -2.507 4.567  -1.5007
O1 -2.031 -2.264 2.223  -0.0027
P1 -2.893 -3.049 1.114  0.0797
O2 -3.598 -2.028 0.307  -0.2814
C10 -1.857 -4.165 0.255  -0.7672
P2 -0.778 -3.077 -1.228  -0.0966
O3 0.124 -2.303 -0.301  -0.1385
O4 -0.647 -2.126 -2.657  -0.6558
C11 -1.576 -2.291 -3.724  0.4749
C12 -2.971 -1.828 -3.330  -0.5464
C13 -1.588 -3.712 -4.274  -1.6373
O5 0.011 -4.424 -1.771  -0.1666
C14 1.131 -4.919 -1.039  1.2717
C15 1.142 -6.429 -1.200  -1.5356
C16 2.407 -4.270 -1.548  -1.4297
O6 -3.898 -3.968 1.977  -0.3983
C17 -5.010 -3.343 2.655  0.8433
C18 -6.195 -3.245 1.713  -1.3477
C19 -5.308 -4.192 3.875  -1.5806
H7 0.895 -3.153 3.593  0.4519
H8 0.394 -1.539 3.047  -0.0450
H9 0.498 -2.843 1.871  0.0826
H10 -1.373 -4.028 3.082  0.4516
H11 -1.538 -1.426 4.661  0.2601
H12 -1.054 -2.993 5.336  0.3927
H13 -2.705 -2.753 4.736  0.2437
H14 -2.461 -4.890 -0.290  0.5161
H15 -1.137 -4.673 0.900  0.3787
H16 -1.201 -1.629 -4.513  0.3134
H17 -3.361 -2.432 -2.508  0.1344
H18 -3.654 -1.901 -4.180  0.5516
H19 -2.964 -0.787 -3.003  -0.2589
H20 -2.016 -4.406 -3.547  0.2559
H21 -0.574 -4.046 -4.496  0.3434
H22 -2.188 -3.751 -5.186  0.4970
H23 1.011 -4.664 0.019  -0.1065
H24 1.232 -6.691 -2.256  0.2997
H25 0.215 -6.859 -0.818  0.3579
H26 1.983 -6.868 -0.659  0.4032
H27 2.540 -4.491 -2.610  0.3199
H28 3.277 -4.642 -1.000  0.4193
H29 2.338 -3.190 -1.419  0.1975
H30 -4.705 -2.338 2.966  0.2760
H31 -6.493 -4.244 1.388  0.2896
H32 -5.930 -2.650 0.842  0.1825
H33 -7.040 -2.778 2.223  0.4321
H34 -5.588 -5.200 3.563  0.3494
H35 -6.133 -3.762 4.446  0.3889
H36 -4.435 -4.264 4.522  0.3368
C20 -3.128 3.120 0.675  -1.0214
C21 -3.086 3.011 -0.573  0.3534
C22 -2.938 2.667 -1.911  -1.2321
C23 -3.954 1.863 -2.586  0.4432
C24 -4.893 1.138 -1.834  -0.1392
C25 -5.856 0.362 -2.451  -0.6791
C26 -5.933 0.300 -3.838  -0.4556
C27 -5.030 1.032 -4.599  -0.8250
C28 -4.054 1.799 -3.986  0.0717
C29 -1.685 3.032 -2.591  0.9693
C30 -1.064 4.259 -2.321  -0.6352
C31 0.146 4.594 -2.905  -0.5986
C32 0.786 3.705 -3.762  -0.5952
C33 0.199 2.473 -4.020  -0.8520
C34 -1.020 2.143 -3.448  0.2834
H37 -4.843 1.198 -0.753  0.4254
H38 -6.547 -0.211 -1.845  0.3161
H39 -6.685 -0.313 -4.320  0.4059
H40 -5.087 1.005 -5.681  0.3670
H41 -3.366 2.373 -4.594  0.5042
H42 -1.555 4.940 -1.637  0.5021
H43 0.599 5.554 -2.685  0.3505
H44 1.736 3.965 -4.211  0.3638
H45 0.699 1.756 -4.659  0.4128
H46 -1.452 1.168 -3.644  0.3390

Pick <w>: it beats the second-best structure by 0.0058 hartree.

<w>
Below is a 2-piece molecular cluster, CH7NS2 overall, with properties calculated with ωB97M-V/def2-TZVPD.

Gap between HOMO and LUMO (Ha): 0.3360
Total charge: 0
HOMO (eV): -8.81

Last column: natural (NBO) charge in e.
Cartesian coordinates (Å):
C1 1.587 1.306 -0.892  -0.8115
S1 0.957 -0.020 0.075  0.1084
S2 -0.534 -0.921 -1.126  -0.1704
H1 1.328 2.364 -0.762  0.2329
H2 2.608 1.177 -1.198  0.2286
H3 0.934 1.154 -1.806  0.2474
H4 -1.566 -0.784 -0.069  0.1656
N1 -2.004 0.384 2.564  -1.1099
H5 -2.035 0.510 3.545  0.3645
H6 -2.314 -0.619 2.429  0.3649
H7 -1.223 0.730 2.074  0.3794

<x>
Below is a 2-piece molecular cluster, CH7NS2 overall, with properties calculated with ωB97M-V/def2-TZVPD.

Gap between HOMO and LUMO (Ha): 0.3604
Total charge: 0
HOMO (eV): -9.33

Last column: natural (NBO) charge in e.
Cartesian coordinates (Å):
C1 -0.031 -1.075 1.479  -0.7460
S1 1.162 0.227 1.077  0.0850
S2 2.221 -0.682 -0.452  -0.1351
H1 0.498 -1.988 1.735  0.2259
H2 -0.581 -0.751 2.363  0.2314
H3 -0.728 -1.237 0.661  0.2194
H4 1.567 -0.094 -1.471  0.1266
N1 -1.263 1.523 -1.249  -1.0753
H5 -1.445 0.644 -1.711  0.3496
H6 -0.604 1.333 -0.491  0.3636
H7 -0.797 2.099 -1.942  0.3549

Pick <x>: it beats the second-best structure by 0.0382 hartree.

<w>
Below is a single C17H15N3O3S molecule, with properties calculated with ωB97M-V/def2-TZVPD.

Gap between HOMO and LUMO (Ha): 0.3052
Total charge: 0
HOMO (eV): -8.61

Last column: natural (NBO) charge in e.
Cartesian coordinates (Å):
C1 -2.119 4.758 1.789  -0.6239
C2 -0.874 4.670 0.959  -0.0592
C3 -0.028 5.778 0.847  -0.1423
C4 1.101 5.735 0.065  -0.2730
C5 1.439 4.574 -0.638  0.3704
O1 2.528 4.594 -1.409  -0.6610
C6 0.626 3.428 -0.492  -0.2058
C7 1.012 2.193 -1.174  0.5543
O2 1.867 2.167 -2.058  -0.5849
C8 0.376 0.937 -0.744  -0.2473
C9 0.054 0.496 0.572  0.0021
N1 -0.422 -0.718 0.560  -0.2515
N2 -0.437 -1.108 -0.728  -0.2455
C10 -0.903 -2.363 -1.143  0.7307
O3 -0.928 -2.644 -2.310  -0.5340
C11 -1.342 -3.264 -0.014  -0.5454
C12 -0.708 -4.611 -0.184  0.1219
C13 -1.039 -5.542 -1.118  -0.4245
S1 -0.018 -6.919 -0.984  0.3802
C14 0.802 -6.118 0.350  0.0945
C15 1.928 -6.766 1.060  -0.6591
N3 0.330 -4.958 0.622  -0.4475
C16 0.059 -0.135 -1.542  0.0486
C17 -0.533 3.515 0.291  -0.1763
H1 -2.660 3.816 1.780  0.2145
H2 -2.775 5.539 1.406  0.2181
H3 -1.871 5.008 2.819  0.2176
H4 -0.277 6.687 1.374  0.2118
H5 1.744 6.594 -0.041  0.2276
H6 2.590 3.727 -1.877  0.5145
H7 0.190 1.020 1.497  0.2244
H8 -2.429 -3.356 -0.067  0.2519
H9 -1.049 -2.836 0.943  0.2794
H10 -1.801 -5.494 -1.868  0.2464
H11 2.744 -6.971 0.369  0.2302
H12 1.608 -7.713 1.494  0.2293
H13 2.279 -6.107 1.849  0.2425
H14 0.126 -0.272 -2.602  0.2534
H15 -1.190 2.659 0.348  0.2168

<x>
Below is a single C17H15N3O3S molecule, with properties calculated with ωB97M-V/def2-TZVPD.

Gap between HOMO and LUMO (Ha): 0.3037
Total charge: 0
HOMO (eV): -8.24

Last column: natural (NBO) charge in e.
Cartesian coordinates (Å):
O1 -0.447 -2.316 0.936  -0.5945
C1 0.621 -2.185 0.409  0.8135
C2 1.953 -2.173 1.127  -0.5262
C3 1.895 -1.156 2.260  -0.5107
S1 1.478 0.514 1.639  0.2365
C4 2.776 0.831 0.467  -0.1891
C5 2.441 1.542 -0.679  -0.2209
C6 3.418 1.835 -1.612  -0.1973
C7 4.725 1.418 -1.412  -0.2209
C8 5.054 0.717 -0.265  -0.2213
C9 4.086 0.428 0.681  -0.1901
O2 0.791 -2.004 -0.913  -0.4997
C10 -0.379 -1.905 -1.702  0.0770
N1 -1.203 -0.800 -1.273  -0.2883
N2 -0.593 0.390 -1.259  0.0465
N3 -1.134 1.400 -0.794  -0.2258
C11 -2.385 1.334 -0.227  0.1818
C12 -2.931 2.479 0.360  -0.2142
C13 -4.179 2.415 0.937  -0.1825
C14 -4.903 1.221 0.941  -0.2019
C15 -4.379 0.085 0.365  -0.1457
C16 -3.116 0.131 -0.224  -0.1910
C17 -2.515 -1.048 -0.840  0.6644
O3 -3.039 -2.123 -1.016  -0.5827
H1 2.739 -1.927 0.413  0.2414
H2 2.135 -3.168 1.541  0.2395
H3 2.830 -1.117 2.817  0.2181
H4 1.079 -1.394 2.941  0.2468
H5 1.418 1.847 -0.832  0.2401
H6 3.156 2.385 -2.503  0.2146
H7 5.485 1.641 -2.145  0.2131
H8 6.072 0.396 -0.097  0.2122
H9 4.362 -0.101 1.581  0.2023
H10 -0.996 -2.810 -1.618  0.2361
H11 -0.023 -1.751 -2.724  0.2069
H12 -2.352 3.388 0.353  0.2320
H13 -4.605 3.295 1.395  0.2204
H14 -5.879 1.192 1.400  0.2204
H15 -4.916 -0.851 0.359  0.2392

Pick <w>: it beats the second-best structure by 0.0272 hartree.